(1)
The following is a quantum chemistry calculation of 2 unconnected molecules or ions with the total composition C3H3Br2N3, from OMol25.

XYZ file:
```
11
Properties=species:S:1:pos:R:3:forces:R:3
N -1.559643 -2.514671 2.836640 -0.2 0.1 0.7
C 0.523848 -2.030882 1.716521 -1.6 -0.1 0.6
H 0.957051 0.495260 -1.110222 -0.7 -0.8 0.5
Br 2.880541 1.606295 2.861882 0.4 0.4 0.6
C 1.374301 0.203874 0.724310 0.7 1.2 0.2
N 0.659576 -0.196311 -0.385159 1.2 -0.7 -1.9
N -0.517191 -2.382363 2.205885 0.1 0.0 -0.5
Br 1.980973 -3.044105 1.403675 1.0 -0.7 -0.2
C 1.969143 0.940454 1.496650 -1.1 -1.8 -1.3
H 0.884419 -1.172346 -0.818021 -0.3 2.2 1.6
H -2.368505 -2.850954 2.299482 0.6 0.1 -0.4
```
Positions in Å, forces in eV/Å.

Its HOMO-LUMO gap is 8.3 eV.

***

(2)
The following is a quantum chemistry calculation of C3H3Br2N3O in the gas phase, from OMol25.

XYZ file:
```
12
Properties=species:S:1:pos:R:3:forces:R:3
H 1.748154 1.978232 -1.062938 0.2 1.6 -3.0
C -0.218578 0.389957 0.655266 -2.5 -1.6 0.0
C -0.446768 -2.106562 -0.262071 -0.9 0.9 0.4
H 1.145945 -0.157464 -0.764410 -0.7 0.0 0.5
N 0.303845 -2.923547 -0.444454 2.3 -2.6 -0.9
Br -2.113796 -0.230697 -1.454088 -0.1 -0.4 0.4
C -1.225308 -1.026385 0.126548 0.0 3.8 0.6
N 0.757537 0.618704 -0.225178 -0.9 -2.2 -0.1
N 1.681208 1.613712 -0.189164 1.5 0.1 2.8
O -0.689026 0.991021 1.587699 1.3 0.1 -0.9
Br -2.438651 -1.476167 1.551065 0.3 0.1 -0.4
H 1.495437 2.329195 0.481726 -0.4 0.2 0.5
```
Positions in Å, forces in eV/Å.

Its HOMO-LUMO gap is 9.6 eV.

***

(3)
The following is a quantum chemistry calculation of C3H3Br2P in the gas phase, from OMol25.

XYZ file:
```
9
Properties=species:S:1:pos:R:3:forces:R:3
P -0.721695 0.642807 -0.168255 -0.7 -1.0 0.3
H 0.701888 -0.207446 1.762755 2.9 0.3 0.9
H 1.110505 -0.838338 -3.421575 0.0 -0.3 -0.7
C 0.226453 -0.124427 -1.491120 -0.3 -0.4 0.2
H -0.996665 0.506278 2.311585 2.1 -0.1 -1.3
Br 0.463816 2.430037 0.091945 0.7 1.2 0.1
C -0.276291 -0.018179 1.573303 -4.9 -0.4 -0.6
C 0.553956 -0.553658 -2.577592 0.1 0.7 1.5
Br -1.061969 -1.837073 1.918954 0.2 0.2 -0.5
```
Positions in Å, forces in eV/Å.

Its HOMO-LUMO gap is 9.5 eV.

***

(4)
The following is a quantum chemistry calculation of a molecular structure, C3H3Br9, from OMol25.

XYZ file:
```
15
Properties=species:S:1:pos:R:3:forces:R:3
Br 0.800911 2.175592 3.418200 0.3 0.4 -0.5
H 0.387725 3.573352 1.337236 -0.3 -0.5 -0.4
Br 2.989941 -0.848425 -0.908784 -0.8 0.4 -0.5
Br 0.629021 1.423464 -0.918344 0.4 -1.0 -0.6
H 0.607571 -1.000189 -1.650873 -0.6 -0.5 0.7
Br -1.818603 -1.824886 -0.064135 0.0 -0.6 -0.3
C 0.278445 3.743118 2.387135 0.0 0.3 1.1
Br 1.467835 5.292153 2.638146 -0.6 -0.6 0.2
H -1.406643 -4.221134 0.342530 -0.5 -0.2 -0.7
Br -0.188843 -3.942004 -1.836148 0.3 0.1 0.3
Br 1.399352 -0.138336 -3.698930 0.3 0.3 0.4
Br -3.239900 -4.360122 -1.562401 0.4 0.2 1.0
C -1.649059 -3.712296 -0.600875 -0.1 0.5 -0.3
Br -1.588113 4.073122 2.876170 0.6 0.3 -0.5
C 1.330360 -0.233409 -1.758925 0.5 0.7 -0.1
```
Positions in Å, forces in eV/Å.

Its HOMO-LUMO gap is 9.8 eV.

***

(5)
The following is a quantum chemistry calculation of a molecular structure, C3H3BrCl2, from OMol25.

XYZ file:
```
9
Properties=species:S:1:pos:R:3:forces:R:3
C -1.718000 -0.043865 -0.526416 0.0 -0.2 -1.4
Cl 0.946505 -1.438409 1.385202 -0.9 0.9 -2.1
H 0.053662 1.143890 0.717740 1.6 0.5 -1.1
Cl -1.898286 -1.717330 -0.787620 -0.3 0.1 0.3
C 1.061460 -0.314816 -0.260354 2.4 -3.4 1.8
C 0.828477 0.942489 -0.093251 1.9 2.9 1.7
H 1.775477 -0.922392 -0.842086 -0.5 0.8 0.2
Br -2.861651 0.663412 0.717520 -0.7 0.0 0.8
H 1.812355 1.687024 -0.310731 -3.5 -1.6 -0.4
```
Positions in Å, forces in eV/Å.

Its HOMO-LUMO gap is 7.8 eV.

***

(6)
The following is a quantum chemistry calculation of 2 unconnected molecules or ions with the total composition C3H3BrClNOS, from OMol25.

XYZ file:
```
11
Properties=species:S:1:pos:R:3:forces:R:3
Cl 0.809256 -3.297357 -0.021631 -0.7 -1.8 -0.8
O 1.207002 -1.178405 -1.983451 -0.6 -1.3 -1.8
C 1.087401 -0.247452 -1.279474 2.1 0.6 1.3
S 2.429666 0.302494 -0.242231 0.5 -0.3 0.1
N 1.606445 1.609256 0.379198 1.9 0.3 0.9
H -0.465013 1.176837 -1.915499 0.6 -1.0 0.8
C -0.005065 0.667783 -1.013505 -4.4 2.7 0.1
H 0.012049 2.680392 0.438975 -1.0 -0.9 -1.0
H 0.355437 -4.306238 -0.801614 0.7 1.5 1.1
Br -1.596086 -0.368685 -0.208856 1.2 0.8 -0.6
C 0.437305 1.769961 -0.032562 -0.3 -0.5 0.0
```
Positions in Å, forces in eV/Å.

Its HOMO-LUMO gap is 8.8 eV.

***

(7)
The following is a quantum chemistry calculation of 2 unconnected molecules or ions with the total composition C3H3BrClNS, from OMol25.

XYZ file:
```
10
Properties=species:S:1:pos:R:3:forces:R:3
C -2.110085 0.974619 -0.033758 0.0 -1.3 0.4
H 0.922640 -0.763382 1.385338 0.9 0.5 2.6
H 2.634162 0.556922 -0.084336 -1.3 0.6 1.0
C -2.194272 -0.135237 0.425802 0.0 -0.3 0.5
H 0.499802 -1.472390 -0.159648 0.2 1.1 0.0
C 1.088694 -0.693016 0.375251 -1.2 -0.9 -2.9
S 1.608421 0.389015 -1.994722 -0.3 0.1 -0.7
N 1.692950 0.207650 -0.337748 1.7 -1.3 0.0
Br -1.862141 2.555881 -0.794944 0.0 0.5 -0.2
Cl -2.280168 -1.620060 1.218762 0.0 1.1 -0.7
```
Positions in Å, forces in eV/Å.

Its HOMO-LUMO gap (spin up / spin down) is 7.7 / 7.7 eV.

***

(8)
The following is a quantum chemistry calculation of 2 unconnected molecules or ions with the total composition C3H3BrN2O, from OMol25.

XYZ file:
```
10
Properties=species:S:1:pos:R:3:forces:R:3
N 0.096429 -0.408280 -2.426338 0.2 -0.1 -0.2
H -0.064335 -0.358906 -3.401570 -0.1 0.5 -0.8
O -1.476447 -1.112676 0.086475 -0.3 -0.5 -0.2
H -0.940101 -0.021924 3.056640 -0.2 -0.3 1.9
C -1.196636 -0.565743 1.063309 -0.1 -0.3 -0.6
C -0.812796 0.164789 2.055510 1.6 2.8 -2.4
C 0.774656 0.271539 -1.692788 0.2 -1.3 2.3
N 1.143192 0.606300 -0.552231 -0.8 1.2 -1.3
Br 2.751658 0.332730 0.226288 0.5 -0.2 -0.1
H -0.275619 1.092171 1.584705 -1.0 -1.7 1.4
```
Positions in Å, forces in eV/Å.

Its HOMO-LUMO gap is 9.1 eV.

***

Result set for electronic energy: -5428.1909 -5503.5754 -5605.4179 -23282.1857 -3610.2839 -3678.4582 -3603.0873 -2874.7640 Eh, one per record in the order listed.
Result set for energy above the lowest of the compared OMol25 structures with the same formula, charge and spin: 117.1 0.0 28.2 11.2 118.0 0.0 80.5 78.0 kcal per mole, one per record in the order listed.